DFT (wB97M-V/def2-TZVPD) results for the molecule C22H30N2O5S.

Bonds (Å) are listed after each position.
CARTESIAN COORDINATES (ANGSTROEM)
1 C 3.976 0.201 3.617  C2 1.525, H58 1.088, H59 1.088, H60 1.087
2 C 4.494 -0.871 2.664  C1 1.525, H3 1.092, C4 1.530, H57 1.092
3 H 5.317 -1.412 3.137  C2 1.092
4 C 3.400 -1.872 2.285  C2 1.530, N5 1.445, H55 1.096, H56 1.092
5 N 2.422 -1.351 1.358  C4 1.445, S6 1.658, H54 1.012
6 S 2.662 -1.564 -0.269  N5 1.658, O7 1.436, O8 1.441, C9 1.783
7 O 3.432 -2.764 -0.444  S6 1.436
8 O 3.130 -0.373 -0.930  S6 1.441
9 C 0.976 -1.865 -0.763  S6 1.783, C10 1.377, C14 1.382
10 C 0.304 -0.981 -1.578  C9 1.377, C11 1.386, H53 1.078
11 C -1.022 -1.223 -1.903  C10 1.386, C12 1.389, H52 1.078
12 C -1.679 -2.343 -1.409  C11 1.389, C13 1.395, C17 1.506
13 C -0.974 -3.225 -0.589  C12 1.395, C14 1.380, H16 1.080
14 C 0.347 -2.991 -0.265  C9 1.382, C13 1.380, H15 1.078
15 H 0.906 -3.661 0.367  C14 1.078
16 H -1.478 -4.098 -0.200  C13 1.080
17 C -3.120 -2.659 -1.710  C12 1.506, H18 1.094, H19 1.093, C20 1.527
18 H -3.159 -3.530 -2.372  C17 1.094
19 H -3.608 -2.935 -0.772  C17 1.093
20 C -3.910 -1.513 -2.336  C17 1.527, C21 1.523, H50 1.093, H51 1.090
21 C -3.935 -0.312 -1.400  C20 1.523, O22 1.214, N23 1.350
22 O -3.987 -0.420 -0.192  C21 1.214
23 N -3.924 0.882 -2.030  C21 1.350, H24 1.008, C25 1.445
24 H -3.862 0.914 -3.036  N23 1.008
25 C -3.997 2.152 -1.346  N23 1.445, H26 1.090, H27 1.097, C28 1.529
26 H -4.132 1.939 -0.286  C25 1.090
27 H -4.882 2.694 -1.703  C25 1.097
28 C -2.763 3.021 -1.587  C25 1.529, C29 1.511, H48 1.095, H49 1.094
29 C -1.464 2.554 -0.972  C28 1.511, C30 1.385, C34 1.391
30 C -0.287 3.143 -1.403  C29 1.385, C31 1.386, H47 1.080
31 C 0.925 2.855 -0.796  C30 1.386, C32 1.384, H46 1.077
32 C 0.987 1.962 0.259  C31 1.384, C33 1.410, O41 1.364
33 C -0.193 1.298 0.653  C32 1.410, C34 1.384, O36 1.366
34 C -1.399 1.612 0.050  C29 1.391, C33 1.384, H35 1.076
35 H -2.292 1.108 0.377  C34 1.076
36 O -0.041 0.377 1.650  C33 1.366, C37 1.409
37 C -1.164 -0.381 2.035  O36 1.409, H38 1.093, H39 1.089, H40 1.095
38 H -1.626 -0.887 1.184  C37 1.093
39 H -0.786 -1.123 2.736  C37 1.089
40 H -1.914 0.242 2.533  C37 1.095
41 O 2.105 1.678 0.987  C32 1.364, C42 1.411
42 C 3.322 2.262 0.574  O41 1.411, H43 1.088, H44 1.095, H45 1.093
43 H 4.063 1.955 1.308  C42 1.088
44 H 3.256 3.355 0.566  C42 1.095
45 H 3.612 1.887 -0.410  C42 1.093
46 H 1.817 3.341 -1.154  C31 1.077
47 H -0.310 3.858 -2.213  C30 1.080
48 H -2.982 4.016 -1.187  C28 1.095
49 H -2.619 3.138 -2.665  C28 1.094
50 H -4.945 -1.836 -2.477  C20 1.093
51 H -3.507 -1.244 -3.313  C20 1.090
52 H -1.530 -0.517 -2.539  C11 1.078
53 H 0.823 -0.112 -1.947  C10 1.078
54 H 2.089 -0.417 1.561  N5 1.012
55 H 2.875 -2.210 3.185  C4 1.096
56 H 3.839 -2.739 1.785  C4 1.092
57 H 4.873 -0.416 1.747  C2 1.092
58 H 4.756 0.928 3.836  C1 1.088
59 H 3.659 -0.251 4.554  C1 1.088
60 H 3.125 0.724 3.187  C1 1.087

Summary:
Charge: 0
HOMO in hartree: -0.2925
Electronic energy in eV: -47354.1429
Energy relative to the best compared isomer or geometry (same formula, charge and spin) in kJ/mol: 37.2